(1)
11
Properties=species:S:1:pos:R:3:forces:R:3:mulliken_charge:R:1 method="wB97M-V/def2-TZVPD" e_tot_ha=-1059.726236 multiplicity=1 homo_energy_ev=-8.81
N -1.270587 1.433523 -0.099143 -0.622 1.272 0.698 -0.417
C -0.111848 0.923940 0.326418 0.659 -0.360 -0.157 0.541
S 0.851071 1.783345 1.395436 -0.289 -0.335 -0.321 -0.434
N 0.249838 -0.322857 -0.225605 -0.962 -0.081 -0.284 -0.010
S -0.744872 -1.205215 -1.385414 -0.039 0.775 0.191 -0.176
C 1.369676 -0.983927 0.256814 0.863 0.781 0.588 0.111
O 1.521807 -2.172438 0.245584 -0.055 -0.080 -0.405 -0.508
H -1.998143 0.914890 -0.547454 -0.051 -0.498 -0.255 0.187
H -1.573520 2.283163 0.404338 0.430 -0.848 -0.579 0.242
H -0.368548 -2.433968 -1.015055 0.127 0.020 0.390 0.184
H 2.075123 -0.220457 0.644079 -0.062 -0.646 0.133 0.281

---

(2)
53
Properties=species:S:1:pos:R:3:forces:R:3:mulliken_charge:R:1 method="wB97M-V/def2-TZVPD" e_tot_ha=-2425.237487 multiplicity=1 homo_energy_ev=-9.41
Rb -0.161428 0.328750 0.131511 -0.384 0.249 -1.366 1.470
O -2.133129 -3.473302 -1.588204 0.156 -0.140 0.035 -0.473
C -1.161670 -2.573520 -1.359450 -0.086 -0.058 -0.008 0.108
O -1.304417 -1.398892 -1.563461 -0.177 -0.270 -0.260 -0.584
C 0.086404 -3.213233 -0.828026 0.087 -0.071 0.077 0.525
C 0.200441 -4.594741 -0.750176 -0.100 -0.014 0.039 -0.601
C 1.353885 -5.127266 -0.202568 0.011 -0.074 0.022 -0.495
C 2.344305 -4.267662 0.232936 0.069 0.049 0.012 -0.507
C 2.152982 -2.900016 0.063401 -0.334 0.162 0.206 0.443
N 1.044336 -2.375182 -0.444050 0.179 -0.099 -0.180 0.187
C 3.276537 -1.950362 0.409151 0.267 -0.487 -0.164 0.083
O 3.818821 -2.088844 1.622989 0.075 0.126 0.020 -0.456
O 3.782051 -1.250207 -0.420085 -0.060 0.338 -0.134 -0.532
H -2.897107 -2.987445 -1.920939 -0.134 0.116 -0.059 0.364
H -0.604985 -5.227452 -1.094201 0.033 0.031 0.022 0.498
H 1.473429 -6.198846 -0.109113 0.006 0.024 -0.006 0.441
H 3.260082 -4.636382 0.676442 -0.023 0.007 -0.011 0.495
H 3.146823 -2.341176 2.269430 -0.137 -0.021 0.128 0.372
N 0.661253 1.037884 4.995032 -0.145 -0.005 -0.047 -0.225
C -0.324437 0.751052 3.870788 -0.004 -0.039 0.030 0.641
C -1.712180 0.629169 4.484094 0.022 -0.016 0.048 -1.954
P 0.244826 -0.878083 3.179141 -0.020 0.087 0.048 0.905
O 1.692237 -0.391721 2.592305 -0.015 -0.153 -0.054 -0.553
O 0.544024 -1.742730 4.346703 -0.014 -0.039 0.095 -0.821
O -0.673989 -1.245602 2.065973 -0.114 -0.426 0.713 -0.711
P -0.157968 2.297076 2.825473 -0.139 0.110 0.284 0.769
O -1.595507 2.413518 2.080971 -0.082 0.140 0.156 -0.494
O -0.001587 3.370194 3.850446 -0.025 -0.027 -0.015 -0.859
O 0.846725 2.035887 1.754022 0.427 0.344 0.475 -0.847
H 0.469083 0.433438 5.789425 -0.016 -0.132 0.073 0.356
H 0.580296 2.045643 5.203553 0.031 0.081 0.009 0.400
H 1.604451 0.822527 4.670087 0.106 0.022 -0.038 0.290
H -1.736348 -0.186023 5.213047 -0.003 0.026 -0.013 0.508
H -2.425486 0.389759 3.698284 0.014 0.004 0.000 0.334
H -2.019111 1.560889 4.967759 0.004 -0.022 0.000 0.470
H 1.581159 0.430774 2.065285 0.187 0.202 0.229 0.313
H -2.173398 3.034245 2.550223 0.175 -0.180 -0.110 0.274
N 2.950412 2.056244 -3.289453 -0.029 -0.053 0.045 0.147
C 2.648023 1.079864 -2.420736 0.047 -0.011 -0.003 -0.492
N 1.365872 1.122635 -2.145489 0.024 0.139 -0.217 -0.091
C 0.922172 2.172446 -2.892853 0.137 -0.054 0.040 0.339
N 1.856714 2.770428 -3.603697 0.018 -0.081 0.021 -0.665
C -0.474255 2.624465 -2.922700 -0.224 0.071 -0.004 0.047
C -0.887736 3.583918 -3.850216 -0.057 -0.025 0.037 -0.329
N -2.140164 4.015472 -3.901927 0.043 -0.001 -0.001 -0.612
C -2.986366 3.487943 -3.021221 0.017 -0.028 0.018 -0.274
C -2.579508 2.535522 -2.100097 0.018 -0.023 0.007 -0.343
N -1.325631 2.097032 -2.045031 -0.002 0.143 -0.119 0.024
H 3.839357 2.295649 -3.683733 0.151 0.044 -0.068 0.180
H 3.361345 0.375415 -2.017836 -0.023 0.029 -0.001 0.659
H -0.178896 3.998186 -4.556244 -0.022 -0.004 0.010 0.477
H -4.014133 3.831586 -3.049147 0.031 -0.003 -0.006 0.376
H -3.281808 2.115981 -1.387616 0.035 0.009 -0.013 0.425

---

(3)
52
Properties=species:S:1:pos:R:3:forces:R:3:mulliken_charge:R:1 method="wB97M-V/def2-TZVPD" e_tot_ha=-1035.880007 charge=+1 multiplicity=1 homo_energy_ev=-11.81
C -0.504397 -0.243944 -1.295002 -0.433 0.249 1.303 -0.658
N 0.758010 -0.429854 -0.455728 -1.430 1.054 0.350 -0.057
C 0.780494 0.514166 0.724914 -0.362 0.654 -0.510 0.550
C 2.210197 0.870380 1.191153 0.089 -2.908 -2.203 0.871
C 2.896697 -0.421067 1.668967 1.547 2.093 1.823 -1.290
C 2.438151 1.912580 2.188764 2.105 1.569 1.304 -1.750
C -1.448950 -1.492235 -1.383320 -0.899 -1.022 3.426 -0.438
N -1.403701 -2.130518 -2.753200 -2.607 -0.710 -0.246 -0.095
H -1.012709 0.744704 -0.949844 0.490 -2.068 -1.030 0.252
H -0.131547 -0.198950 -2.304251 0.058 1.032 -0.449 0.538
H 1.474220 -0.140607 -1.114488 0.056 -0.006 0.622 0.197
H 0.192182 0.020460 1.571941 0.561 0.984 -0.986 0.287
H 0.315761 1.570271 0.447949 1.106 -2.731 -0.499 -0.414
H 2.934295 1.045858 0.330376 -1.601 0.601 0.187 0.126
H 2.265185 -0.847274 2.520311 1.631 0.221 -0.810 0.258
H 3.080751 -1.054747 0.864148 -0.553 -1.635 -1.297 0.363
H 4.033875 -0.047735 1.800137 -2.432 -1.169 1.079 0.363
H 2.321599 1.730801 3.268651 0.167 -0.892 -0.441 0.304
H 2.071263 2.908000 2.146632 -1.242 0.896 -1.043 0.501
H 3.500135 2.120356 1.935638 -0.187 0.061 1.242 0.425
H -2.564401 -1.391243 -1.031312 2.360 0.224 -1.027 0.111
H -1.019035 -2.253594 -0.622632 -0.613 0.970 -1.439 0.271
H -1.916528 -3.121102 -2.728978 2.183 2.437 -0.190 0.426
H -1.997773 -1.570776 -3.416159 0.257 -0.492 0.998 0.320
H -0.443240 -2.005507 -3.091138 0.320 -1.167 -0.011 0.395
H 0.776254 -4.430981 1.740387 -0.036 -0.401 0.096 0.299
H 0.879478 -2.932393 1.525681 -1.523 -1.204 0.111 0.313
O 0.199742 -3.672899 1.628231 1.534 1.712 -0.280 -0.630
H 0.459701 2.662553 -1.386722 0.361 -0.241 0.571 0.172
H -0.138097 3.275400 -2.593481 -0.480 -0.096 0.139 0.317
O -0.360642 2.663398 -1.873236 0.047 0.701 -0.857 -0.557
H 1.716929 -2.724673 -3.193758 0.376 -3.460 -0.781 0.251
H 2.103343 -1.429936 -3.241913 2.242 2.960 -1.443 0.223
O 1.475236 -1.927266 -2.818844 -2.596 0.161 1.827 -0.484
H -2.829559 -0.137877 1.441098 1.234 2.434 1.934 0.233
H -4.127468 -0.570467 0.748890 0.087 0.219 0.317 0.293
O -3.220243 -0.805904 0.964286 -1.417 -2.698 -2.138 -0.562
H -0.898165 -1.815754 3.683412 -1.060 1.540 -0.304 0.281
H -1.934036 -0.502850 3.540898 -0.708 -0.555 0.247 0.353
O -1.055730 -0.865555 3.443016 2.100 -1.248 -0.117 -0.592
H 2.318026 2.037368 -2.812096 -1.520 -3.642 0.773 0.307
H 2.860174 0.638154 -2.699166 1.649 -1.032 -0.057 0.273
O 2.012604 1.019910 -2.596761 0.399 4.874 -1.109 -0.588
H -2.306254 1.497448 3.941200 0.212 -0.220 0.434 0.325
H -3.119747 1.650912 2.669569 0.421 -2.851 3.059 0.354
O -2.967061 0.949472 3.501036 -0.807 3.472 -3.475 -0.725
H -2.271925 0.306261 -3.825971 -1.444 0.260 0.599 0.319
H -3.569928 0.826765 -3.096384 0.338 -0.347 -0.187 0.306
O -3.128939 0.019079 -3.411317 1.177 0.433 -0.637 -0.685
H -0.327893 2.255869 1.167410 -0.860 0.381 0.544 -0.128
H -0.394865 3.172370 2.356541 -0.840 -0.244 -0.544 0.242
O -0.981467 2.753173 1.684465 0.545 0.849 1.122 -0.765

---

(4)
24
Properties=species:S:1:pos:R:3:forces:R:3:mulliken_charge:R:1 method="wB97M-V/def2-TZVPD" e_tot_ha=-364.152835 charge=+1 multiplicity=1 homo_energy_ev=-14.32
C -2.216266 1.291320 -0.955684 0.362 -0.181 0.248 -0.751
C -0.748627 1.338584 -1.390207 -0.025 -1.327 0.019 -0.485
C -1.868783 -0.569248 0.729085 0.397 0.779 -0.040 0.774
N -2.540254 0.039955 -0.243841 -0.350 -0.840 -0.174 -0.180
N -1.084905 0.140936 1.534158 -0.001 -0.054 0.037 -0.338
N -1.942344 -1.893850 0.858922 -0.401 -0.060 0.330 -0.391
H -2.492414 2.132593 -0.328879 -0.074 0.218 0.034 0.297
H -2.858426 1.273879 -1.832047 -0.104 0.248 0.099 0.391
H -0.358434 2.344299 -1.470494 0.016 0.056 -0.261 0.369
H -0.622713 0.729452 -2.289909 -0.108 0.670 -0.374 0.348
H -3.289674 -0.531487 -0.600599 0.038 0.187 -0.409 0.216
H -1.003599 1.134654 1.395616 -0.035 -0.030 0.176 0.207
H -0.678173 -0.267596 2.358336 0.214 0.032 -0.097 0.215
H -2.599230 -2.387163 0.275635 0.128 -0.190 0.078 0.204
H -1.656311 -2.338975 1.719377 -0.070 -0.010 -0.144 0.232
H -0.114808 0.746173 -0.727289 0.035 0.498 0.474 -0.113
C 3.267547 0.094625 -0.453022 -0.542 -0.382 -0.768 -0.375
C 3.287504 -0.904862 0.692990 -0.718 0.639 0.783 -0.742
H 3.921804 0.932070 -0.286252 0.210 0.345 -0.025 0.295
H 3.530641 -0.371488 -1.402149 0.431 -0.102 0.066 0.285
H 2.262473 0.452968 -0.695439 0.008 0.292 0.484 -0.190
H 3.928114 -1.749022 0.497088 -0.055 -0.389 0.014 0.296
H 3.608141 -0.449396 1.627410 0.512 0.194 -0.041 0.287
H 2.268735 -1.188422 0.987197 0.130 -0.592 -0.511 0.149

---

LUMO energy list, top to bottom, in Ha: 0.0094; -0.0080; -0.1078; -0.1148
Kohn-Sham gap list, top to bottom, in eV: 9.06; 9.19; 8.88; 11.20
Energy above the lowest of the compared OMol25 structures with the same formula, charge and spin list, top to bottom, in eV: 0.463; 0.133; 6.651; 0.613